1.
Here is an isolated ion of composition C4H9NO2 and charge +1 in a non-equilibrium geometry from the Open Molecules 2025 dataset. Energies are from wB97M-V/def2-TZVPD.

⟨S²⟩	0.768
E_HOMO (alpha / beta)	-16.33 / -16.16	eV

```
! wB97M-V def2-TZVPD RIJCOSX def2/J DEFGRID3
* xyz 1 2
N 0.8887 -0.1742 -1.2203
H 1.8102 -2.2254 -0.1916
C -0.4866 -0.0274 -0.7741
C -0.7447 0.2617 0.6862
C -2.1246 0.8603 0.8972
H -2.0568 1.9424 0.9123
H 0.0480 0.9137 1.0596
O 1.8813 -1.4429 0.3766
O -1.2835 -0.1799 -1.6576
C 2.0434 -0.2463 -0.3705
H 2.9653 -0.2888 -0.9459
H -0.5721 -0.7154 1.1428
H -2.8087 0.5335 0.1252
H 0.9964 -0.3297 -2.2268
H 2.0555 0.5560 0.3595
H -2.6119 0.5623 1.8276
*
```

2.
Here is a single C5H4S molecule in a non-equilibrium geometry from the Open Molecules 2025 dataset. Energies are from wB97M-V/def2-TZVPD.

SMILES string	C#CC#CCS
E_HOMO	-9.28	eV

```
! wB97M-V def2-TZVPD RIJCOSX def2/J DEFGRID3
* xyz 0 1
H -1.8370 1.1666 0.8746
C 2.4149 -0.3989 -0.0288
C 3.5982 -0.6813 0.0213
C -1.5061 0.6164 0.0200
C 1.0835 -0.0609 -0.0223
H 4.5747 -0.9030 0.0132
S -2.5634 -0.9039 -0.0067
C -0.0969 0.2538 -0.0144
H -3.8348 -0.3732 -0.0116
H -1.8331 1.2844 -0.8453
*
```

3.
Here is C10H13N2OPS as an isolated structure in a non-equilibrium geometry from the Open Molecules 2025 dataset. Energies are from wB97M-V/def2-TZVPD.

E_HOMO	-8.97	eV

```
! wB97M-V def2-TZVPD RIJCOSX def2/J DEFGRID3
* xyz 0 1
C 1.5711 0.5456 0.9455
C -1.4346 0.6044 -1.3214
C -1.6378 0.7764 2.5433
C 2.2614 -0.8265 -0.9278
H 3.3026 1.7898 1.6391
C 3.5283 -0.2203 -0.9125
P -0.3834 -1.1742 0.0752
C -2.4962 -1.5990 -1.5592
C 2.8604 1.0398 0.9854
H 0.7124 0.8702 1.6606
N -1.2222 -0.8202 -1.2809
C 1.2702 -0.3811 -0.0384
H -2.7974 -1.5938 -2.5532
C -2.0624 1.1386 0.0339
C 3.7939 0.7401 0.0015
H -2.3448 -2.7043 -1.3740
N -1.6991 0.4436 1.1186
H -2.1778 1.6916 2.6921
H 1.8657 -1.4900 -1.8013
O -2.8421 2.0903 -0.1134
H -2.1893 0.7879 -2.1014
H -3.2791 -1.3884 -0.9021
H -0.6037 0.8228 2.8138
H -2.1326 -0.0111 3.0548
H -0.4910 0.9953 -1.6413
S -0.2887 -2.9426 0.8839
H 4.2245 -0.5158 -1.7199
H 4.6915 1.3309 -0.2009
*
```

These records have DFT total energy values of -9869.5492, -16080.9658, -35731.2350 eV, in the order they appear.
These records have relative energy (zero: lowest compared OMol25 entry of this formula, charge and spin) values of 1.653, 2.364, 0.731 eV, in the order they appear.